1.
{"formula": "C26H24HgN5O3S", "method": "ωB97M-V/def2-TZVPD", "energy_ev": -55948.503, "fmax_ha_per_bohr": 0.081, "spin_multiplicity": 2, "total_charge": 0, "gap_ev": [4.76, 6.58], "homo_energy_ev": [-5.705, -7.511], "symbols": ["Hg", "C", "C", "C", "C", "C", "C", "C", "N", "N", "C", "C", "C", "C", "C", "C", "N", "C", "C", "C", "C", "C", "C", "N", "H", "H", "H", "H", "H", "H", "H", "H", "H", "H", "H", "H", "H", "H", "H", "H", "H", "H", "H", "H", "O", "S", "O", "N", "C", "O", "C", "C", "C", "C", "C", "C", "H", "H", "H", "H"], "xyz": [[-0.805, -0.836, -0.443], [-2.082, -2.072, 2.373], [-3.284, -1.471, 1.608], [-3.645, -2.002, 0.184], [-4.753, -2.749, -0.047], [-5.184, -2.897, -1.357], [-4.482, -2.320, -2.361], [-3.335, -1.601, -2.072], [-2.914, -1.456, -0.796], [-0.971, -1.089, 2.296], [0.384, -1.640, 2.511], [1.485, -0.981, 1.650], [2.826, -0.773, 2.223], [3.851, -0.334, 1.402], [3.655, -0.268, -0.088], [2.244, -0.516, -0.608], [1.214, -0.889, 0.360], [-1.244, 0.083, 3.140], [-0.995, 1.374, 2.412], [0.126, 2.155, 2.650], [0.245, 3.297, 1.849], [-0.699, 3.529, 0.837], [-1.825, 2.818, 0.828], [-1.898, 1.679, 1.538], [-1.852, -3.039, 1.856], [-2.380, -2.421, 3.373], [-3.140, -0.412, 1.563], [-4.152, -1.663, 2.299], [-5.271, -3.062, 0.848], [-6.081, -3.438, -1.493], [-4.803, -2.543, -3.399], [-2.777, -1.048, -2.827], [0.317, -2.788, 2.252], [0.597, -1.515, 3.585], [3.020, -0.851, 3.237], [4.916, -0.271, 1.773], [4.489, -0.931, -0.512], [2.227, -1.196, -1.480], [-0.547, 0.008, 3.948], [-2.251, -0.048, 3.508], [0.898, 1.840, 3.354], [1.163, 3.830, 1.949], [-0.520, 4.250, 0.051], [-2.676, 2.964, 0.185], [1.867, 2.335, -5.806], [1.839, 1.184, -4.968], [2.360, 0.035, -5.650], [0.352, 1.031, -4.216], [0.392, 1.171, -2.908], [-0.657, 1.119, -2.177], [1.751, 1.224, -2.390], [2.119, 1.006, -0.997], [3.667, 1.175, -0.717], [4.614, 1.431, -1.830], [4.137, 1.592, -3.127], [2.677, 1.422, -3.418], [1.472, 1.576, -0.345], [3.966, 1.858, 0.097], [5.663, 1.394, -1.642], [4.693, 1.741, -4.066]]}

2.
{"formula": "C26H24N3O2PtS2", "method": "ωB97M-V/def2-TZVPD", "energy_ev": -60827.340, "fmax_ha_per_bohr": 0.018, "total_charge": 1, "gap_ev": [6.27, 6.27], "homo_energy_ev": [-10.813, -10.813], "symbols": ["Pt", "C", "N", "C", "C", "N", "C", "C", "C", "C", "C", "C", "C", "S", "C", "C", "C", "C", "C", "C", "S", "H", "H", "H", "H", "H", "H", "H", "H", "H", "H", "H", "H", "H", "H", "H", "H", "H", "H", "O", "C", "O", "C", "C", "C", "C", "C", "C", "C", "C", "C", "N", "H", "H", "H", "H", "H", "H"], "xyz": [[-0.321, -0.056, 0.329], [-2.636, 1.663, -0.847], [-1.813, 1.434, 0.391], [-1.063, 2.673, 0.691], [-0.152, 2.917, -0.504], [0.661, 1.674, -0.834], [0.656, 1.387, -2.299], [2.068, 2.000, -0.470], [2.716, 3.059, -1.100], [4.022, 3.357, -0.762], [4.675, 2.603, 0.210], [4.028, 1.565, 0.846], [2.706, 1.260, 0.507], [1.850, -0.020, 1.318], [-2.789, 0.975, 1.397], [-3.358, 1.790, 2.347], [-4.338, 1.243, 3.174], [-4.730, -0.075, 3.017], [-4.151, -0.886, 2.046], [-3.177, -0.360, 1.219], [-2.350, -1.274, -0.062], [-3.321, 2.482, -0.621], [-3.194, 0.766, -1.077], [-2.022, 1.919, -1.700], [-0.507, 2.527, 1.617], [-1.740, 3.524, 0.811], [0.530, 3.724, -0.252], [-0.699, 3.230, -1.387], [0.972, 2.266, -2.860], [-0.341, 1.089, -2.618], [1.363, 0.583, -2.481], [2.214, 3.649, -1.857], [4.532, 4.174, -1.251], [5.695, 2.839, 0.480], [4.532, 0.991, 1.612], [-3.053, 2.819, 2.478], [-4.783, 1.855, 3.945], [-5.481, -0.491, 3.674], [-4.436, -1.925, 1.952], [-0.340, -2.552, 3.556], [-0.255, -1.993, 2.493], [-0.685, -0.786, 2.247], [0.365, -2.724, 1.308], [0.853, -4.026, 1.466], [1.355, -4.670, 0.374], [1.327, -4.038, -0.889], [1.782, -4.677, -2.066], [1.701, -4.046, -3.273], [1.146, -2.752, -3.357], [0.707, -2.105, -2.237], [0.805, -2.728, -0.980], [0.373, -2.099, 0.151], [0.813, -4.460, 2.454], [1.757, -5.672, 0.454], [2.187, -5.678, -1.990], [2.043, -4.541, -4.171], [1.059, -2.273, -4.323], [0.248, -1.130, -2.298]]}

3.
{"formula": "C26H24N5O4Pt", "method": "ωB97M-V/def2-TZVPD", "energy_ev": -46209.754, "fmax_ha_per_bohr": 0.053, "total_charge": 3, "gap_ev": 5.27, "homo_energy_ev": -16.990, "symbols": ["Pt", "C", "C", "C", "C", "C", "C", "C", "N", "N", "C", "C", "C", "C", "C", "C", "N", "C", "C", "C", "C", "C", "C", "N", "H", "H", "H", "H", "H", "H", "H", "H", "H", "H", "H", "H", "H", "H", "H", "H", "H", "H", "H", "H", "O", "C", "C", "C", "C", "C", "C", "C", "O", "N", "O", "O", "H", "H", "H", "H"], "xyz": [[-0.337, -0.145, -0.129], [-2.181, -0.912, -2.303], [-2.182, 0.521, -2.788], [-0.814, 1.118, -2.946], [-0.485, 1.825, -4.091], [0.763, 2.420, -4.204], [1.666, 2.297, -3.157], [1.291, 1.575, -2.046], [0.083, 1.003, -1.949], [-2.005, -1.045, -0.824], [-1.766, -2.497, -0.498], [-0.362, -2.859, -0.911], [0.017, -4.098, -1.376], [1.358, -4.318, -1.685], [2.274, -3.287, -1.535], [1.834, -2.063, -1.074], [0.547, -1.865, -0.761], [-3.178, -0.478, -0.065], [-2.907, 0.930, 0.411], [-3.914, 1.786, 0.806], [-3.579, 3.049, 1.280], [-2.244, 3.428, 1.338], [-1.280, 2.532, 0.926], [-1.613, 1.311, 0.481], [-1.376, -1.476, -2.775], [-3.124, -1.402, -2.555], [-2.795, 1.163, -2.147], [-2.677, 0.532, -3.758], [-1.210, 1.908, -4.889], [1.025, 2.974, -5.097], [2.648, 2.748, -3.197], [1.957, 1.442, -1.202], [-2.513, -3.120, -0.991], [-1.871, -2.614, 0.583], [-0.718, -4.882, -1.498], [1.678, -5.285, -2.049], [3.319, -3.424, -1.778], [2.499, -1.217, -0.952], [-3.364, -1.119, 0.798], [-4.066, -0.510, -0.697], [-4.948, 1.471, 0.745], [-4.356, 3.733, 1.595], [-1.951, 4.405, 1.693], [-0.225, 2.772, 0.935], [-0.654, -0.905, 2.070], [0.210, -0.978, 2.959], [1.491, -0.316, 2.951], [2.275, -0.434, 4.094], [3.481, 0.224, 4.176], [3.958, 1.025, 3.144], [3.201, 1.150, 2.002], [1.958, 0.481, 1.855], [1.338, 0.643, 0.719], [4.284, 0.071, 5.415], [5.338, 0.658, 5.442], [3.804, -0.627, 6.279], [-0.003, -1.576, 3.854], [1.961, -1.027, 4.946], [4.909, 1.527, 3.261], [3.533, 1.759, 1.172]]}